The following is a DFT calculation (wB97M-V/def2-TZVPD) of a 2-piece molecular cluster, C2H2Cl2O2S overall in a non-equilibrium geometry.

```
9
Properties=species:S:1:pos:R:3:mulliken_charge:R:1
C 1.837 -1.671 -0.864 -0.100
C 0.802 -1.532 -1.485 -0.142
O -1.997 1.687 0.089 -0.427
O 0.083 0.951 1.102 -0.416
S -1.510 0.728 0.999 0.750
Cl -0.438 -0.899 -2.412 -0.089
Cl -2.101 1.192 2.996 -0.266
H 2.900 -1.778 -0.712 0.342
H 0.422 1.322 0.287 0.348
```

HOMO energy ... -10.432 eV
Energy above the lowest of the compared OMol25 structures with the same formula, charge and spin ... 278.9 kJ/mol